{"formula": "C6H11NO", "method": "ωB97M-V/def2-TZVPD", "smiles": "C/C(O)=C/C(C)=C/N", "orbital_gap_ha": 0.2900, "e_lumo_ev": 0.87, "total_energy_ev": -9936.654, "elements": ["C", "C", "O", "C", "C", "C", "C", "N", "H", "H", "H", "H", "H", "H", "H", "H", "H", "H", "H"], "coordinates": [[-2.391, 1.615, -0.427], [-1.316, 0.653, -0.009], [-1.717, -0.310, 0.915], [-0.003, 0.895, -0.260], [0.984, -0.135, -0.076], [2.290, 0.250, 0.555], [0.637, -1.385, -0.488], [1.345, -2.551, -0.308], [-2.788, 2.155, 0.440], [-3.218, 1.071, -0.895], [-2.024, 2.360, -1.139], [-2.552, -0.032, 1.323], [0.320, 1.814, -0.747], [2.151, 0.994, 1.348], [2.809, -0.590, 1.027], [2.964, 0.675, -0.197], [-0.176, -1.527, -1.199], [1.906, -2.562, 0.537], [0.780, -3.389, -0.399]], "lowdin_charge": [-0.051, -0.365, 0.010, -0.066, -0.318, -0.057, -0.173, 0.050, 0.081, 0.083, 0.081, 0.100, 0.114, 0.077, 0.063, 0.082, 0.125, 0.079, 0.085]}

{"formula": "C5H6O", "method": "ωB97M-V/def2-TZVPD", "orbital_gap_ha": 0.3220, "e_lumo_ev": -0.06, "total_energy_ev": -7325.496, "elements": ["C", "C", "C", "C", "C", "O", "H", "H", "H", "H", "H", "H"], "coordinates": [[-1.901, 0.472, -0.240], [-0.952, -0.689, -0.275], [0.386, -0.750, -0.168], [1.442, 0.247, -0.288], [2.353, 0.706, 0.532], [2.988, 1.411, 1.242], [-2.174, 0.635, 0.812], [-1.482, 1.407, -0.621], [-2.841, 0.253, -0.760], [-1.444, -1.662, -0.241], [0.763, -1.724, 0.112], [2.861, -0.306, -0.104]], "lowdin_charge": [-0.099, -0.169, -0.153, 0.060, -0.389, 0.098, 0.081, 0.075, 0.071, 0.098, 0.104, 0.224]}

{"formula": "C18H20ClFN2O3S", "method": "ωB97M-V/def2-TZVPD", "smiles": "CCOc1ccc(Cl)cc1S(=O)(=O)N1CCN(c2ccc(F)cc2)CC1", "orbital_gap_ha": 0.3123, "e_lumo_ev": 0.54, "total_energy_ev": -54187.412, "elements": ["C", "C", "O", "C", "C", "C", "C", "Cl", "C", "C", "S", "O", "O", "N", "C", "C", "N", "C", "C", "C", "C", "F", "C", "C", "C", "C", "H", "H", "H", "H", "H", "H", "H", "H", "H", "H", "H", "H", "H", "H", "H", "H", "H", "H", "H", "H"], "coordinates": [[-0.954, -0.360, 5.225], [-1.156, -1.630, 4.414], [0.115, -2.177, 4.055], [0.396, -2.614, 2.819], [1.274, -3.712, 2.775], [1.652, -4.300, 1.591], [1.134, -3.810, 0.398], [1.549, -4.553, -1.101], [0.299, -2.709, 0.409], [-0.045, -2.090, 1.600], [-0.983, -0.560, 1.412], [-0.463, 0.431, 2.312], [-2.389, -0.842, 1.456], [-0.598, -0.135, -0.169], [-1.635, 0.590, -0.875], [-1.254, 0.670, -2.359], [0.028, 1.327, -2.517], [0.076, 2.712, -2.647], [-0.785, 3.345, -3.553], [-0.733, 4.707, -3.765], [0.199, 5.461, -3.076], [0.256, 6.797, -3.280], [1.075, 4.871, -2.187], [1.009, 3.506, -1.974], [1.045, 0.623, -1.770], [0.694, 0.512, -0.280], [-1.911, -0.024, 5.614], [-0.536, 0.413, 4.588], [-0.276, -0.554, 6.052], [-1.771, -1.436, 3.535], [-1.649, -2.397, 5.027], [1.641, -4.087, 3.717], [2.325, -5.142, 1.586], [-0.088, -2.302, -0.510], [-1.746, 1.608, -0.472], [-2.568, 0.048, -0.728], [-1.173, -0.342, -2.768], [-2.031, 1.207, -2.898], [-1.493, 2.762, -4.121], [-1.399, 5.185, -4.465], [1.795, 5.477, -1.661], [1.694, 3.073, -1.263], [1.106, -0.390, -2.184], [2.012, 1.104, -1.908], [0.665, 1.504, 0.192], [1.425, -0.102, 0.248]], "lowdin_charge": [-0.057, -0.220, -0.031, -0.246, 0.018, -0.085, -0.670, 0.679, -0.100, -0.166, 0.700, -0.262, -0.277, -0.263, -0.162, -0.130, -0.104, -0.230, -0.017, -0.009, -0.287, 0.047, -0.008, -0.021, -0.137, -0.177, 0.081, 0.057, 0.078, 0.082, 0.130, 0.126, 0.110, 0.106, 0.140, 0.119, 0.131, 0.112, 0.108, 0.118, 0.119, 0.100, 0.128, 0.123, 0.123, 0.127]}